(1)
{
  "formula": "C29H57ClFNO12",
  "method": "ωB97M-V/def2-TZVPD",
  "symbols": ["C", "C", "C", "Cl", "C", "C", "O", "C", "O", "C", "C", "C", "C", "F", "N", "C", "O", "H", "H", "H", "H", "H", "H", "H", "H", "H", "H", "H", "H", "H", "H", "H", "C", "O", "C", "C", "O", "C", "C", "O", "C", "H", "H", "H", "H", "H", "H", "H", "H", "H", "H", "H", "H", "H", "H", "C", "O", "C", "C", "O", "C", "C", "O", "C", "H", "H", "H", "H", "H", "H", "H", "H", "H", "H", "H", "H", "H", "H", "C", "O", "C", "C", "O", "C", "C", "O", "C", "H", "H", "H", "H", "H", "H", "H", "H", "H", "H", "H", "H", "H", "H"],
  "positions_angstrom": [[-1.67115, 0.99580, 4.22650], [-1.56673, 2.05271, 3.01465], [-0.17562, 1.90985, 2.14921], [-0.06614, 0.21225, 1.41556], [1.02026, 2.25870, 3.17292], [1.64960, 0.90011, 3.83879], [2.83463, 1.44397, 4.55668], [3.25423, 2.72918, 4.03181], [4.05381, 3.56863, 4.54131], [2.40872, 2.84960, 2.63363], [2.46210, 4.27966, 1.89076], [1.13605, 5.17575, 2.02384], [0.79540, 5.67711, 3.51134], [1.39489, 6.39723, 1.23700], [3.18244, 1.96153, 1.65334], [4.45909, 2.23168, 1.70088], [5.64654, 2.58595, 1.91740], [-1.17068, -0.02302, 3.97612], [-1.02767, 1.43116, 5.09583], [-2.72492, 0.83808, 4.64437], [-2.49673, 1.97594, 2.32860], [-1.61454, 3.10692, 3.48519], [-0.29241, 2.63482, 1.27007], [0.50524, 2.72280, 4.08354], [1.03438, 0.41070, 4.67412], [2.12992, 0.13388, 3.13609], [2.68472, 4.10267, 0.76276], [3.38823, 4.87006, 2.27862], [0.19115, 4.71488, 1.56041], [-0.25379, 6.17973, 3.45736], [0.70672, 4.84783, 4.29665], [1.50703, 6.47791, 3.92449], [-3.61370, 4.43671, -3.76702], [-4.42635, 3.63887, -2.92871], [-3.66326, 2.83893, -2.03082], [-4.48209, 2.49319, -0.79156], [-4.56081, 3.56478, 0.15041], [-5.38639, 4.67149, -0.22369], [-6.87799, 4.35848, -0.16813], [-7.27389, 3.61213, -1.31552], [-8.41205, 2.80654, -1.07070], [-2.99925, 3.80550, -4.41939], [-4.26495, 5.05751, -4.38495], [-2.97622, 5.09689, -3.17023], [-2.75207, 3.36687, -1.72662], [-3.38775, 1.92011, -2.55923], [-3.96759, 1.68450, -0.26290], [-5.47390, 2.11858, -1.04819], [-5.08798, 5.07527, -1.19241], [-5.17991, 5.44826, 0.51839], [-7.45122, 5.29229, -0.16841], [-7.09844, 3.80071, 0.75002], [-8.20903, 2.09237, -0.26497], [-8.63181, 2.24332, -1.97864], [-9.27516, 3.42997, -0.81677], [3.88951, -4.98315, -1.92798], [4.88894, -4.35619, -1.14837], [6.20147, -4.59814, -1.64732], [7.15195, -3.48376, -1.22175], [7.01839, -2.29453, -2.00511], [5.83548, -1.52363, -1.77995], [5.84104, -0.78362, -0.44628], [5.52266, -1.67394, 0.61956], [6.06786, -1.25320, 1.85678], [3.99944, -6.07313, -1.88844], [2.91472, -4.70986, -1.51946], [3.93589, -4.63598, -2.96510], [6.18946, -4.66494, -2.74119], [6.54228, -5.55246, -1.23197], [8.17500, -3.83036, -1.39732], [7.07367, -3.26398, -0.15613], [4.93890, -2.13248, -1.90718], [5.82373, -0.77492, -2.57743], [5.07779, 0.00322, -0.45789], [6.82576, -0.32802, -0.28719], [7.15967, -1.19065, 1.79234], [5.81276, -1.99755, 2.61233], [5.64842, -0.28558, 2.14988], [0.48242, -2.66242, -1.85846], [-0.16162, -3.92015, -1.91048], [-0.24212, -4.54424, -0.63231], [-1.41211, -5.52122, -0.58470], [-2.67895, -4.88093, -0.40843], [-3.18200, -4.16061, -1.53686], [-3.66604, -5.06594, -2.66482], [-2.56077, -5.56402, -3.41377], [-2.84479, -6.80196, -4.03895], [1.52655, -2.77919, -1.54534], [0.45850, -2.22332, -2.85757], [-0.04422, -1.98840, -1.17516], [-0.36718, -3.79169, 0.15467], [0.69653, -5.08424, -0.46827], [-1.28453, -6.15433, 0.29877], [-1.42448, -6.18705, -1.44872], [-2.45925, -3.42143, -1.88608], [-4.04555, -3.60396, -1.16118], [-4.29854, -4.49305, -3.35218], [-4.24979, -5.89256, -2.24229], [-3.10484, -7.55801, -3.28982], [-1.94614, -7.13358, -4.56085], [-3.65885, -6.68818, -4.76183]],
  "atomic_forces_ev_per_a": [[1.3, 0.2, 0.6], [-0.5, -0.4, -0.1], [-1.3, 1.1, 1.0], [-0.1, 1.3, 0.4], [0.3, -3.4, -0.8], [1.1, 0.5, 0.4], [0.9, 2.9, -0.4], [0.4, 1.3, 1.1], [-3.7, -4.5, -2.2], [0.5, 1.8, 0.8], [-0.2, 0.7, -0.1], [0.6, 0.9, 0.6], [-1.0, 0.6, -0.1], [-0.4, -1.9, 1.1], [4.8, 0.7, 0.6], [1.4, 1.5, 2.0], [-7.0, -2.6, -2.0], [-1.2, 1.7, 0.2], [-1.2, -0.8, -1.3], [1.5, 0.3, -0.9], [1.7, 0.0, 0.9], [0.3, -1.5, -0.9], [0.6, -1.2, 1.3], [1.4, 0.2, -1.5], [0.8, 0.8, -1.6], [-1.4, 1.2, 0.7], [-0.7, 0.2, 2.0], [-1.7, -0.9, -0.4], [1.6, 0.5, 0.6], [1.8, -0.8, 0.1], [0.3, 1.0, -1.3], [-0.8, -1.4, -0.9], [-0.2, -0.2, 0.0], [0.1, 0.2, 0.2], [-0.6, 0.0, -0.2], [0.3, 0.1, 0.1], [-0.1, 0.0, -0.2], [-0.1, -0.1, 0.3], [0.2, 0.0, -0.6], [0.0, -0.2, 0.2], [0.2, 0.2, -0.1], [0.1, 0.1, 0.0], [0.0, -0.1, 0.1], [0.1, 0.0, 0.0], [0.0, 0.0, 0.0], [0.2, -0.1, 0.1], [0.1, 0.1, 0.0], [0.0, 0.2, -0.2], [-0.2, -0.2, -0.1], [0.0, -0.1, 0.1], [0.0, 0.1, 0.2], [0.0, 0.0, 0.0], [-0.1, 0.0, 0.1], [0.1, 0.1, 0.0], [-0.1, -0.1, 0.1], [0.1, 0.0, 0.3], [0.0, 0.1, -0.3], [-0.2, 0.3, 0.5], [0.0, 0.0, -0.3], [-0.3, -0.1, 0.3], [0.3, 0.2, 0.0], [-0.3, -0.5, 0.1], [0.3, 0.0, 0.0], [-0.2, -0.2, -0.2], [-0.1, 0.0, -0.1], [0.1, 0.0, 0.0], [0.0, -0.1, -0.1], [0.0, 0.0, 0.0], [0.2, -0.1, -0.1], [-0.1, 0.0, -0.1], [-0.3, -0.1, 0.0], [0.0, 0.0, 0.3], [0.1, 0.0, 0.1], [0.0, 0.2, -0.2], [0.0, 0.0, 0.0], [0.0, 0.2, 0.1], [-0.1, 0.0, -0.1], [0.1, 0.1, 0.1], [0.0, -0.2, -0.1], [-0.2, 0.2, 0.1], [-0.1, -0.2, -0.5], [0.0, 0.2, 0.3], [0.2, 0.0, -0.3], [-0.2, -0.2, 0.1], [0.5, 0.2, -0.1], [-0.1, -0.3, 0.2], [0.1, 0.3, 0.1], [0.0, 0.2, 0.1], [0.0, -0.1, 0.0], [0.1, 0.1, 0.1], [0.0, 0.0, 0.0], [0.0, -0.1, 0.3], [0.0, 0.1, 0.0], [0.1, 0.2, -0.1], [0.1, -0.2, -0.2], [0.0, -0.1, 0.0], [-0.2, 0.0, 0.1], [0.0, 0.0, 0.0], [-0.1, 0.0, -0.1], [0.0, 0.1, 0.0], [-0.1, -0.2, 0.0]],
  "lowdin_charge": [-0.134, -0.246, -0.559, 0.574, -0.196, -0.127, -0.056, -0.281, 0.086, -0.273, -0.055, -0.280, -0.051, -0.101, 0.147, -0.184, 0.118, 0.066, 0.077, 0.082, 0.110, 0.113, 0.097, 0.134, 0.132, 0.116, 0.140, 0.149, 0.133, 0.094, 0.071, 0.097, -0.110, -0.206, -0.195, -0.174, -0.143, -0.173, -0.195, -0.208, -0.110, 0.088, 0.089, 0.086, 0.124, 0.126, 0.121, 0.119, 0.119, 0.125, 0.126, 0.126, 0.087, 0.089, 0.087, -0.102, -0.205, -0.194, -0.172, -0.131, -0.172, -0.193, -0.205, -0.098, 0.091, 0.065, 0.092, 0.126, 0.125, 0.126, 0.118, 0.117, 0.127, 0.117, 0.130, 0.092, 0.091, 0.068, -0.103, -0.206, -0.191, -0.171, -0.133, -0.174, -0.196, -0.208, -0.111, 0.078, 0.092, 0.072, 0.127, 0.117, 0.127, 0.118, 0.118, 0.125, 0.125, 0.126, 0.087, 0.088, 0.087],
  "gap_ev": 9.291,
  "smiles": "CC[C@H](Cl)[C@H]1COC(=O)[C@@]1(C[C@@H](C)F)N=C=O.COCCOCCOC.COCCOCCOC.COCCOCCOC",
  "e_lumo_ev": 0.096
}

(2)
{
  "formula": "C29H57F8N19O12",
  "method": "ωB97M-V/def2-TZVPD",
  "symbols": ["C", "C", "C", "C", "C", "C", "C", "C", "C", "O", "C", "C", "F", "F", "C", "F", "F", "C", "F", "F", "C", "F", "F", "C", "O", "C", "C", "C", "N", "C", "C", "O", "H", "H", "H", "H", "H", "H", "H", "H", "H", "H", "H", "H", "H", "H", "H", "H", "H", "H", "H", "H", "H", "N", "C", "N", "O", "H", "H", "H", "H", "N", "C", "N", "O", "H", "H", "H", "H", "N", "C", "N", "O", "H", "H", "H", "H", "N", "C", "N", "O", "H", "H", "H", "H", "N", "C", "N", "O", "H", "H", "H", "H", "N", "C", "N", "O", "H", "H", "H", "H", "N", "C", "N", "O", "H", "H", "H", "H", "N", "C", "N", "O", "H", "H", "H", "H", "N", "C", "N", "O", "H", "H", "H", "H"],
  "positions_angstrom": [[10.43762, -0.88260, 3.05390], [9.50780, -1.93788, 2.80788], [8.22443, -2.77178, 2.13332], [6.82591, -2.00789, 2.52378], [5.77538, -2.22799, 1.28324], [5.75556, -1.02418, 0.16959], [4.54944, -0.81710, -0.72821], [3.17134, -1.73960, -0.62287], [2.42040, -1.27774, 0.76430], [1.43749, -0.19472, 0.60523], [0.06886, -0.70153, 0.41924], [-1.09034, 0.15199, 1.22451], [-0.55379, 0.84985, 2.45250], [-1.48512, 1.27790, 0.29847], [-2.36633, -0.74469, 1.73272], [-2.59000, -1.99589, 0.94123], [-2.14277, -1.11057, 3.17660], [-3.80795, 0.08742, 1.64840], [-3.68765, 1.43370, 2.25416], [-4.79249, -0.70374, 2.46546], [-4.42460, 0.09763, 0.11033], [-4.88705, 1.46610, -0.26073], [-5.48737, -0.94990, -0.07952], [4.50935, 0.36748, -1.90666], [3.74459, 0.25629, -3.02579], [5.43198, 1.70362, -1.65552], [6.64884, 1.51347, -0.76801], [7.54429, 2.88292, -0.51058], [6.54776, 3.92657, 0.01680], [7.18560, 4.84186, 1.03838], [7.01652, 0.02623, -0.11921], [8.30012, -0.27040, 0.10101], [11.18369, 0.04580, 3.12303], [8.26543, -3.87279, 2.52994], [8.29859, -2.78001, 0.96352], [6.94788, -0.89982, 2.88073], [6.36851, -2.60098, 3.45304], [4.73246, -2.48333, 1.75727], [6.12439, -3.22029, 0.71892], [2.45934, -1.45870, -1.53542], [3.37790, -2.88797, -0.71196], [2.02087, -2.23858, 1.29962], [3.27644, -0.84358, 1.47408], [-0.04377, -1.82292, 0.73447], [-0.17423, -0.63786, -0.72721], [-3.52678, -0.18642, -0.61728], [5.12858, 2.76204, -2.10989], [8.46950, 2.72471, 0.18855], [7.86232, 3.25925, -1.59615], [5.77392, 3.41619, 0.53277], [8.18506, 5.35952, 0.67277], [7.38377, 4.23247, 2.04390], [6.39642, 5.68206, 1.34626], [-8.02987, -4.64575, 0.07886], [-6.79808, -5.18436, 0.12828], [-5.81746, -4.31041, 0.41851], [-6.58748, -6.36980, -0.07384], [-8.22320, -3.67209, 0.24228], [-8.79680, -5.26923, -0.13659], [-4.87484, -4.67493, 0.46552], [-5.97126, -3.33083, 0.58807], [-4.06285, 5.51947, 1.40513], [-5.36991, 5.48016, 1.08908], [-5.90877, 4.24758, 1.09297], [-6.01443, 6.48165, 0.82059], [-3.51528, 4.70577, 1.62908], [-3.61829, 6.42811, 1.41384], [-6.89064, 4.17356, 0.86046], [-5.39424, 3.41120, 1.31140], [-5.62489, 2.53602, -3.07981], [-5.09257, 1.93470, -4.15912], [-5.41600, 2.50603, -5.33326], [-4.37446, 0.95061, -4.07935], [-6.21844, 3.34701, -3.12533], [-5.40638, 2.13755, -2.17603], [-5.03597, 2.08429, -6.17072], [-6.00572, 3.31649, -5.41904], [-12.85882, -4.34278, 0.79389], [-11.77460, -5.10388, 1.02851], [-11.31541, -5.04777, 2.29170], [-11.25021, -5.78960, 0.16523], [-13.30466, -3.77146, 1.49169], [-13.23655, -4.35614, -0.14445], [-10.50049, -5.60599, 2.51062], [-11.73368, -4.48915, 3.01624], [10.60206, -6.24243, 0.33933], [10.42311, -4.99965, -0.14371], [11.29118, -4.64480, -1.10817], [9.54441, -4.25464, 0.26041], [11.31986, -6.87053, 0.01941], [9.96972, -6.54919, 1.06693], [11.19120, -3.71698, -1.49904], [12.02120, -5.24434, -1.45400], [5.16725, 5.74975, -2.93409], [5.69957, 5.14844, -4.01340], [5.37614, 5.71977, -5.18754], [6.41769, 4.16435, -3.93363], [4.57370, 6.56075, -2.97961], [5.38576, 5.35128, -2.03031], [5.75617, 5.29803, -6.02500], [4.78642, 6.53023, -5.27332], [-13.44464, -2.02777, -3.95431], [-12.87751, -2.74354, -2.96644], [-11.54289, -2.60444, -2.87109], [-13.52173, -3.46091, -2.21755], [-12.93093, -1.43162, -4.58105], [-14.44775, -2.10391, -4.06074], [-11.07659, -3.12625, -2.14041], [-10.99524, -2.01857, -3.47838], [8.59004, -4.92472, 6.17447], [7.37319, -4.35814, 6.08433], [6.66002, -4.38195, 7.22471], [6.95066, -3.86275, 5.05160], [8.95543, -5.33777, 7.01587], [9.15957, -4.92799, 5.33843], [5.73818, -3.96575, 7.20007], [6.99093, -4.78521, 8.08485], [-5.24103, 7.78435, -1.58556], [-5.41998, 9.02712, -2.06861], [-4.55191, 9.38197, -3.03306], [-6.29868, 9.77213, -1.66449], [-4.52323, 7.15624, -1.90548], [-5.87337, 7.47759, -0.85797], [-4.65189, 10.30979, -3.42393], [-3.82189, 8.78243, -3.37889]],
  "atomic_forces_ev_per_a": [[-6.4, -6.7, -2.2], [5.6, 7.8, 0.3], [0.6, 1.3, 0.7], [-0.5, -1.3, 0.9], [0.9, -0.3, -0.2], [-3.2, 1.2, -2.7], [2.4, -0.4, 1.1], [0.1, 1.4, -0.6], [1.9, -0.7, 0.8], [-1.4, -2.2, 0.3], [-0.1, -0.4, -0.5], [2.2, 2.2, 0.3], [-1.8, -2.2, -3.9], [0.3, -3.3, 2.8], [-1.1, -0.7, 1.7], [1.0, 3.8, 2.4], [-0.7, 0.9, -5.0], [-2.1, -0.5, 2.0], [-0.3, -4.2, -2.0], [3.1, 2.6, -2.2], [0.3, -0.1, -1.4], [0.8, -4.1, 1.4], [3.1, 3.8, 0.9], [-2.1, 0.2, -3.7], [4.5, 0.5, 7.2], [2.6, -2.0, 2.8], [-3.2, 0.6, -2.3], [-0.8, -0.7, -1.2], [0.6, -0.6, 1.2], [-0.3, 0.4, 1.4], [4.3, -0.8, 0.4], [-7.8, 1.7, -1.1], [-2.1, -2.9, 0.0], [-0.2, 2.3, -0.7], [0.4, 0.2, 2.7], [-0.1, -2.1, -1.1], [1.0, 1.5, -2.1], [1.8, 0.9, -1.3], [-0.8, 2.1, 1.1], [1.7, -0.5, 1.9], [-0.2, 2.2, 0.5], [0.2, 1.9, -0.9], [-2.1, -0.8, -1.5], [0.3, 2.1, -0.4], [0.1, 0.0, 2.2], [-2.4, 0.8, 1.3], [0.9, -2.7, 0.8], [-1.8, 0.1, -1.3], [-0.4, -0.9, 2.4], [1.4, 0.7, -0.9], [-2.2, -1.2, 0.6], [0.0, 1.4, -2.0], [1.8, -1.7, -0.8], [-1.4, 0.2, -0.2], [0.0, -0.8, -0.2], [1.5, 0.7, 0.3], [0.1, 0.0, 0.0], [0.1, -0.2, 0.0], [0.0, 0.2, 0.1], [-0.4, 0.2, 0.0], [0.0, -0.2, 0.0], [1.3, 0.5, 0.2], [-0.2, 0.3, 0.0], [-1.0, -1.0, -0.2], [-0.2, 0.1, 0.0], [-0.1, 0.1, 0.0], [-0.2, -0.3, 0.0], [0.4, 0.0, 0.1], [-0.1, 0.1, 0.0], [-0.4, 0.3, 1.4], [0.4, -0.5, 0.1], [-0.1, 0.3, -1.5], [0.1, -0.1, 0.1], [0.1, -0.1, 0.0], [-0.1, 0.2, -0.3], [-0.2, 0.2, 0.3], [0.1, -0.2, 0.0], [-0.9, 0.5, -0.6], [-0.2, -0.1, -0.4], [1.0, -0.3, 1.3], [0.4, -0.1, -0.2], [0.1, -0.1, -0.1], [0.0, 0.2, 0.0], [-0.3, 0.2, 0.0], [0.1, -0.1, -0.2], [-0.2, -1.3, 0.8], [-0.4, 0.5, 0.1], [0.7, 0.8, -1.0], [0.2, -0.4, -0.3], [-0.1, 0.1, 0.1], [0.3, 0.1, -0.3], [0.1, -0.3, 0.2], [-0.1, 0.1, 0.1], [-0.4, 0.3, 1.3], [0.4, -0.5, 0.1], [-0.1, 0.3, -1.5], [0.1, -0.1, 0.1], [0.1, -0.2, 0.0], [0.0, 0.1, -0.1], [-0.2, 0.2, 0.3], [0.1, -0.2, 0.0], [-1.1, 0.6, -0.9], [-0.1, -0.4, 0.4], [1.3, -0.1, 0.5], [-0.2, -0.1, 0.2], [-0.1, -0.1, 0.1], [0.4, 0.0, 0.0], [-0.1, 0.1, -0.3], [-0.1, -0.1, 0.1], [1.3, -0.5, -0.4], [-0.1, 0.2, -0.5], [-1.1, 0.2, 1.0], [-0.1, -0.1, 0.0], [-0.1, 0.1, -0.2], [-0.2, 0.1, 0.3], [0.4, -0.2, 0.0], [-0.1, 0.1, -0.2], [-0.2, -0.9, 0.4], [-0.6, 0.1, 0.5], [0.9, 1.0, -1.3], [0.0, 0.1, -0.1], [-0.1, 0.2, 0.1], [0.3, -0.1, 0.1], [0.1, -0.4, 0.1], [-0.2, 0.1, 0.1]],
  "lowdin_charge": [0.012, -0.078, -0.219, -0.201, -0.145, -0.025, -0.043, -0.103, -0.198, -0.161, -0.078, -0.127, 0.005, -0.014, -0.104, 0.019, 0.031, -0.119, 0.029, 0.006, -0.039, -0.036, -0.024, -0.168, -0.060, 0.062, -0.050, -0.172, -0.182, -0.177, -0.133, -0.016, 0.040, 0.101, 0.079, 0.123, 0.090, 0.107, 0.141, 0.125, 0.125, 0.131, 0.136, 0.144, 0.163, 0.191, 0.122, 0.124, 0.132, 0.105, 0.098, 0.092, 0.090, 0.158, -0.724, 0.150, 0.023, 0.094, 0.088, 0.109, 0.074, 0.164, -0.701, 0.163, 0.013, 0.098, 0.116, 0.116, 0.074, 0.156, -0.723, 0.148, 0.018, 0.100, 0.072, 0.113, 0.098, 0.161, -0.723, 0.147, 0.014, 0.099, 0.078, 0.111, 0.095, 0.152, -0.691, 0.156, 0.010, 0.098, 0.112, 0.117, 0.098, 0.156, -0.719, 0.149, 0.014, 0.097, 0.083, 0.113, 0.096, 0.150, -0.708, 0.159, 0.019, 0.098, 0.113, 0.110, 0.099, 0.158, -0.700, 0.151, 0.013, 0.099, 0.112, 0.113, 0.098, 0.153, -0.725, 0.138, 0.023, 0.094, 0.064, 0.108, 0.091],
  "gap_ev": 7.144,
  "smiles": "C#CCCCC1=C(CCOCC(F)(F)C(F)(F)C(F)(F)C(F)F)C(=O)C=C(CNC)C1=O.NC(N)=O.NC(N)=O.NC(N)=O.NC(N)=O.NC(N)=O.NC(N)=O.NC(N)=O.NC(N)=O.NC(N)=O",
  "e_lumo_ev": -1.253
}

Respective E_tot values: -72288.28959, -105609.31245 eV.
Respective HOMO values: -9.20, -8.40 eV.